DFT (ωB97M-V with the def2-TZVPD basis set) results for a single CH6BNO molecule in a non-equilibrium geometry.

Its HOMO-LUMO gap is 10.968 eV. For the HOMO energy, the calculation gives -10.4957 eV. The total energy is -196.601204 Eh. Its energy above the lowest of the compared OMol25 structures with the same formula, charge and spin is 13.41 kcal per mole. As for the LUMO energy: 0.47 eV.

Each line ends with the Löwdin charge.
Element x y z (Å)
H (-0.39, -1.91, 0.78)  0.04
H (2.17, 0.62, 0.71)  0.02
H (-1.28, -1.43, -0.89)  0.10
C (-0.73, -1.13, 0.12)  -0.05
B (0.33, 0.08, 0.14)  -0.40
H (-1.68, -0.79, 0.55)  0.04
O (1.79, -0.25, 0.80)  -0.05
H (-0.81, 1.38, -1.05)  0.07
H (0.61, 2.08, -0.70)  0.06
N (0.00, 1.34, -0.47)  0.16


DFT (ωB97M-V with the def2-TZVPD basis set) results for 2 unconnected molecules or ions with the total composition CH6ClN4 in a non-equilibrium geometry.

Its HOMO-LUMO gap (spin up / spin down) is 9.799 / 6.288 eV. As for the multiplicity: 3. For the HOMO energy (spin up / spin down), the calculation gives -13.0401 / -15.0920 eV. The total energy is -720.475695 Eh. Its energy above the lowest of the compared OMol25 structures with the same formula, charge and spin is 0.00 kcal per mole. As for the LUMO energy (spin up / spin down): -3.24 / -8.80 eV. The total charge is +1.

Each line ends with the Mulliken spin population.
Element x y z (Å)
C (0.03, 1.28, 0.10)  -0.05
N (0.58, 1.35, 1.20)  0.43
H (-0.84, 0.64, -2.11)  0.02
H (1.47, -1.82, 0.91)  0.00
H (0.01, -2.32, 0.50)  0.00
N (0.52, -1.52, 0.83)  0.42
H (-1.78, -0.89, -1.54)  0.01
H (1.48, 1.83, 1.24)  -0.01
N (-1.26, 0.09, -1.36)  0.43
H (0.34, -1.35, 1.80)  -0.02
Cl (0.33, 2.41, -1.31)  0.12
N (-0.87, 0.29, -0.25)  0.67


DFT (ωB97M-V with the def2-TZVPD basis set) results for 2 unconnected molecules or ions with the total composition CH6N2.

Its HOMO-LUMO gap is 10.883 eV. For the HOMO energy, the calculation gives -9.8731 eV. The total energy is -151.168618 Eh. Its energy above the lowest of the compared OMol25 structures with the same formula, charge and spin is 19.05 kcal per mole. As for the LUMO energy: 1.01 eV.

Each line ends with the Löwdin charge.
Element x y z (Å)
H (0.17, -2.62, -1.98)  0.00
N (0.10, 0.88, 1.42)  0.01
H (-1.14, 2.57, 1.55)  0.05
H (1.43, -2.09, -2.90)  -0.01
C (-0.99, 1.52, 1.32)  -0.15
H (-1.93, 1.01, 1.04)  0.06
H (-0.17, -0.10, 1.31)  0.03
H (1.18, -1.43, -1.40)  -0.01
N (0.76, -1.84, -2.21)  0.02


DFT (ωB97M-V with the def2-TZVPD basis set) results for 2 unconnected molecules or ions with the total composition CH6N2 in a non-equilibrium geometry.

Its HOMO-LUMO gap (spin up / spin down) is 9.304 / 8.282 eV. For the HOMO energy (spin up / spin down), the calculation gives -8.2386 / -7.5540 eV. The total energy is -151.051698 Eh. Its energy above the lowest of the compared OMol25 structures with the same formula, charge and spin is 92.42 kcal per mole. As for the LUMO energy (spin up / spin down): 1.07 / 0.73 eV.

Each line ends with the Löwdin charge.
Element x y z (Å)
H (-0.97, 1.15, -0.15)  0.02
H (-1.00, 0.19, 1.90)  0.09
N (-1.20, 0.16, -0.15)  -0.06
H (1.77, 0.94, -0.49)  -0.03
N (-1.37, -0.29, 1.09)  -0.10
H (-1.43, -1.29, 1.15)  0.08
H (1.60, -0.90, -0.43)  -0.03
H (1.17, 0.01, -1.97)  -0.02
C (1.44, 0.03, -0.94)  0.04


DFT (ωB97M-V with the def2-TZVPD basis set) results for 2 unconnected molecules or ions with the total composition CH6N2O in a non-equilibrium geometry.

Its HOMO-LUMO gap is 9.310 eV. For the HOMO energy, the calculation gives -8.8924 eV. The total energy is -226.220639 Eh. Its energy above the lowest of the compared OMol25 structures with the same formula, charge and spin is 154.94 kcal per mole. As for the LUMO energy: 0.42 eV.

Each line ends with the Löwdin charge.
Element x y z (Å)
H (1.30, -1.59, 0.84)  0.04
N (-0.31, 0.20, 0.40)  -0.18
O (0.82, -0.16, -0.31)  -0.31
H (0.05, 1.58, 1.06)  0.23
H (2.24, -0.24, 1.14)  0.07
C (-1.30, 0.24, -0.67)  -0.17
H (-2.44, 0.46, -0.30)  0.13
H (-1.04, 1.03, -1.32)  0.03
N (1.79, -0.84, 0.47)  0.05
H (-1.11, -0.69, -1.31)  0.10


DFT (ωB97M-V with the def2-TZVPD basis set) results for 2 unconnected molecules or ions with the total composition CH6N2O2 in a non-equilibrium geometry.

Its HOMO-LUMO gap is 9.712 eV. For the HOMO energy, the calculation gives -8.8293 eV. The total energy is -301.564788 Eh. Its energy above the lowest of the compared OMol25 structures with the same formula, charge and spin is 112.52 kcal per mole. As for the LUMO energy: 0.88 eV.

Each line ends with the Löwdin charge.
Element x y z (Å)
H (1.50, -0.16, 0.22)  0.09
H (-1.11, -1.45, -0.19)  0.08
H (-0.50, -0.82, 1.36)  0.07
H (-1.63, 1.31, 0.25)  0.08
C (-0.21, -1.28, 0.41)  -0.16
O (-0.82, 1.82, 0.40)  -0.05
H (0.25, -2.24, 0.62)  0.07
N (-0.03, 1.62, -0.78)  -0.17
H (0.91, -0.71, -1.22)  0.09
O (0.97, 2.26, -0.76)  -0.03
N (0.66, -0.36, -0.30)  -0.07


DFT (ωB97M-V with the def2-TZVPD basis set) results for a single CH6N2O2S molecule in a non-equilibrium geometry.

Its HOMO-LUMO gap (spin up / spin down) is 6.587 / 6.592 eV. As for the multiplicity: 3. For the HOMO energy (spin up / spin down), the calculation gives -5.6356 / -9.0567 eV. The total energy is -699.538688 Eh. Its energy above the lowest of the compared OMol25 structures with the same formula, charge and spin is 93.08 kcal per mole. As for the LUMO energy (spin up / spin down): 0.95 / -2.46 eV.

Each line ends with the Mulliken spin population.
Element x y z (Å)
S (-0.29, 1.06, 0.22)  1.65
O (-2.34, -0.49, -0.10)  0.08
C (1.70, -0.43, -0.69)  0.04
H (-4.13, 0.06, -0.53)  0.00
H (0.32, -0.82, 1.04)  0.02
O (-1.34, 0.08, -0.90)  0.21
H (2.05, 0.50, -1.16)  0.00
H (-3.37, 0.93, 0.80)  0.00
H (1.09, -0.85, -1.45)  0.00
N (-3.37, 0.45, -0.04)  -0.01
N (0.83, -0.11, 0.46)  0.01
H (2.41, -1.14, -0.48)  0.00


DFT (ωB97M-V with the def2-TZVPD basis set) results for a gas-phase ion, CH6N2OP (charge +1) in a non-equilibrium geometry.

Its HOMO-LUMO gap is 9.836 eV. For the HOMO energy, the calculation gives -14.7390 eV. The total energy is -567.500595 Eh. Its energy above the lowest of the compared OMol25 structures with the same formula, charge and spin is 35.97 kcal per mole. As for the LUMO energy: -4.90 eV. The total charge is +1.

Each line ends with the Löwdin charge.
Element x y z (Å)
H (-2.89, -0.37, 0.65)  0.11
O (-2.14, -0.64, 0.00)  -0.33
C (0.38, 0.19, 0.09)  -0.37
H (1.01, 2.07, -0.04)  0.14
H (-1.22, 0.91, -1.32)  0.02
N (1.32, 1.11, 0.11)  0.15
H (1.73, -1.64, -0.06)  0.08
H (0.11, -1.95, 0.61)  0.10
P (-1.36, 0.68, 0.08)  0.84
H (2.32, 1.06, -0.05)  0.15
N (0.74, -1.42, -0.06)  0.11


DFT (ωB97M-V with the def2-TZVPD basis set) results for 2 unconnected molecules or ions with the total composition CH6N2P in a non-equilibrium geometry.

Its HOMO-LUMO gap is 11.830 eV. For the HOMO energy, the calculation gives -15.7153 eV. The total energy is -492.229733 Eh. Its energy above the lowest of the compared OMol25 structures with the same formula, charge and spin is 43.40 kcal per mole. As for the LUMO energy: -3.88 eV. The total charge is +1.

Each line ends with the Löwdin charge.
Element x y z (Å)
C (-1.90, 0.06, -0.13)  -0.08
H (0.50, 0.97, 1.34)  0.02
N (-3.00, -0.27, 0.06)  0.08
H (-4.02, -0.22, -0.19)  0.13
H (1.46, -1.47, -0.94)  0.07
H (1.69, -1.37, 0.82)  0.05
H (2.34, 1.35, 0.11)  0.00
N (1.34, -1.02, -0.05)  -0.17
H (0.51, 1.31, -1.09)  0.01
P (1.07, 0.67, 0.07)  0.89


DFT (ωB97M-V with the def2-TZVPD basis set) results for 2 unconnected molecules or ions with the total composition CH6N2P in a non-equilibrium geometry.

Its HOMO-LUMO gap is 8.698 eV. For the HOMO energy, the calculation gives -12.9860 eV. The total energy is -492.222550 Eh. Its energy above the lowest of the compared OMol25 structures with the same formula, charge and spin is 47.90 kcal per mole. As for the LUMO energy: -4.29 eV. The total charge is +1.

Each line ends with the Löwdin charge.
Element x y z (Å)
N (3.51, -0.16, -0.04)  0.12
N (1.08, 0.12, -0.08)  0.09
H (3.99, 0.41, 0.67)  0.13
C (2.23, 0.04, -0.09)  -0.42
H (4.03, -0.93, -0.38)  0.10
H (-2.53, 0.14, -1.34)  -0.02
H (-4.24, -0.35, -0.15)  -0.02
P (-2.92, 0.11, -0.01)  1.05
H (-2.93, 1.41, 0.76)  0.05
H (-2.22, -0.79, 0.66)  -0.08